The following is a DFT calculation (ωB97M-V with the def2-TZVPD basis set) of 3 unconnected molecules or ions with the total composition C5H12NO in a non-equilibrium geometry.

ORCA input file:
```
! RIJCOSX wB97M-V def2-TZVPD def2/J DEFGRID3
* xyz 1 1
O 2.12679 1.69979 0.01729
N -0.25187 0.60315 0.20592
C -0.83380 -1.62859 0.05911
C -1.00277 -0.36081 -0.31589
C 4.40699 0.79641 0.09802
C -4.49850 -1.06281 -0.08751
C 3.55439 1.82013 0.28444
H -5.25023 -0.32407 -0.35488
H -0.20908 -1.75634 0.93562
H -5.00137 -1.92483 0.34120
H 3.94426 2.82345 0.41542
H 5.21373 0.75552 -0.62215
H -3.81827 -0.63119 0.64545
H -0.58470 1.55136 -0.01484
H 0.68167 0.58657 -0.22159
H -1.36271 -2.48864 -0.32634
H 2.63914 1.06878 -0.57484
H -3.92644 -1.33392 -0.97453
H 4.17278 -0.19394 0.49009
*
```

## Properties
F_max: 5.9 eV/A
Lowest unoccupied orbital energy: -7.72 eV
Highest occupied orbital energy: -12.72 eV
Relative energy (zero: lowest compared OMol25 entry of this formula, charge and spin): 182.7 kcal/mol
Orbital gap: 5.00 eV

***

The following is a DFT calculation (ωB97M-V with the def2-TZVPD basis set) of C16H24N2O3 in the gas phase.

ORCA input file:
```
! RIJCOSX wB97M-V def2-TZVPD def2/J DEFGRID3
* xyz 0 1
O 0.08075 -2.91086 0.45990
O -4.41108 1.98054 0.10713
O -5.85597 -0.11531 -0.36316
N 2.12690 -0.00339 0.52899
N -0.42890 -0.68533 0.64458
C -6.68822 -1.21451 -0.63197
C 3.49992 -0.57524 -1.53188
C 3.11622 0.71727 1.30263
C 5.07335 1.06597 -0.28872
C -4.53337 -0.35306 -0.12550
C -2.57327 -1.73986 0.13467
C -2.39447 0.64518 0.37901
C -3.68763 3.15669 0.36175
C 4.59394 0.41575 1.00938
C -3.74537 0.79193 0.13043
C 1.84130 -1.35227 0.97522
C 2.27666 0.11841 -0.91269
C -1.79967 -0.62007 0.38271
C 0.39883 -1.75697 0.64871
C 4.77921 0.26441 -1.56323
C -3.93047 -1.59793 -0.11810
H 5.17935 0.82009 1.83841
H 1.93688 -1.39157 2.06460
H 2.29731 1.18498 -1.15272
H -2.12062 -2.71621 0.13627
H -3.24342 3.14990 1.36323
H 6.15230 1.22636 -0.23234
H -6.72082 -1.91315 0.21104
H -2.90042 3.31730 -0.38316
H 1.37282 -0.30882 -1.35780
H 5.61336 -0.41243 -1.76338
H 2.91092 0.51908 2.35844
H -7.68162 -0.79797 -0.79165
H 4.76077 -0.66147 0.98587
H 4.61148 2.05350 -0.36383
H 3.68755 -1.50486 -0.99351
H 2.94325 1.78681 1.13019
H 3.25514 -0.85524 -2.55838
H -4.51064 -2.48584 -0.30955
H 2.50068 -2.12862 0.56349
H 0.04961 0.19888 0.78770
H -6.37192 -1.75021 -1.53354
H -1.77517 1.50726 0.57448
H 4.72687 0.96406 -2.40064
H -4.41232 3.96680 0.29694
*
```

## Properties
F_max: 0.6 eV/A
Lowest unoccupied orbital energy: 0.63 eV
Highest occupied orbital energy: -7.55 eV
Structure (SMILES): COc1ccc(NC(=O)CN2CCCCCC2)cc1OC
Relative energy (zero: lowest compared OMol25 entry of this formula, charge and spin): 38.5 kcal/mol
Orbital gap: 8.18 eV

***

The following is a DFT calculation (ωB97M-V with the def2-TZVPD basis set) of a molecular structure, C3H9Co2FN3O10P in a non-equilibrium geometry.

ORCA input file:
```
! RIJCOSX wB97M-V def2-TZVPD def2/J DEFGRID3
* xyz 1 8
Co 18.26120 21.31786 -11.18571
Co 19.56143 18.95886 -9.86011
P 20.87956 21.04988 -10.18144
F 17.58628 19.46044 -10.49149
O 20.02848 20.52342 -11.28430
O 13.53475 17.75487 -12.62827
O 19.50382 21.27501 -9.63924
O 18.51547 16.91049 -9.69117
O 14.38816 19.13437 -14.04197
O 18.22872 15.06311 -8.67228
O 21.42212 19.64901 -9.86559
O 21.52611 22.13327 -11.04087
O 15.33869 21.60717 -5.97607
O 13.50279 21.44523 -7.17602
N 14.76004 21.50222 -7.03296
N 17.88166 16.17726 -8.99932
N 14.45470 18.23953 -13.19385
C 15.55318 21.33830 -8.29575
C 15.78279 17.86052 -12.68663
C 16.61080 16.63417 -8.43630
H 15.66788 17.73192 -11.61036
H 14.85228 21.40455 -9.12789
H 16.31793 15.82109 -7.77205
H 16.00827 16.91744 -13.18449
H 16.44117 18.66374 -13.01751
H 16.85200 17.57069 -7.93346
H 15.90071 16.67648 -9.26219
H 16.27373 20.52055 -8.28181
H 16.15926 22.23812 -8.40112
*
```

## Properties
F_max: 11.7 eV/A
Lowest unoccupied orbital energy (spin up / spin down): -6.43 / -7.81 eV
<S²>: 15.775
Highest occupied orbital energy (spin up / spin down): -13.87 / -13.87 eV
Relative energy (zero: lowest compared OMol25 entry of this formula, charge and spin): 0.0 kcal/mol
Orbital gap (spin up / spin down): 7.44 / 6.06 eV

***

The following is a DFT calculation (ωB97M-V with the def2-TZVPD basis set) of a molecular structure, C52H60CsN5O3PSi3 in a non-equilibrium geometry.

ORCA input file:
```
! RIJCOSX wB97M-V def2-TZVPD def2/J DEFGRID3
* xyz -1 1
Cs 1.16241 -1.08109 0.46945
P 0.02622 1.76959 2.83156
Si 1.74486 3.26807 -3.25153
Si 0.95837 0.40823 -4.18633
Si -1.11120 2.27307 -3.17338
O 0.41392 -0.93091 -3.28437
O 4.46269 -4.65617 0.34432
O 0.36928 1.09646 1.53849
N -2.70922 -1.22584 0.12970
N 3.73397 -1.36497 -0.68829
N -1.63075 -3.66376 -0.43591
N 0.17011 -3.31821 2.14335
N 2.90511 -3.18947 1.27886
C 6.30981 -1.56414 -1.67555
C -0.62902 4.44639 2.50815
C -5.45778 -0.82268 0.10918
C -4.60465 0.21078 0.38176
C 0.03320 0.26830 -5.82505
C -3.23411 -5.89702 -0.83963
C 2.26879 3.95753 -4.93006
C -1.62276 3.26958 -1.64261
C -3.55078 -2.24408 -0.14742
C 3.82302 3.38971 4.80366
C 2.43499 -4.33682 2.02993
C -4.94113 -2.09579 -0.16182
C -1.50503 5.49813 2.26918
C -1.69502 -4.48211 3.10028
C -1.11780 3.14617 2.64629
C -2.10651 0.00861 5.88669
C -1.68915 0.94746 4.94903
C -0.66627 0.63302 4.05641
C 3.91979 -3.52865 0.48924
C -3.82632 -4.64076 -0.65107
C 5.49267 -0.51116 -2.06783
C 2.74748 0.04244 -4.65142
C -0.45655 -1.55060 5.07974
C 0.46099 -5.51404 3.01593
C -2.49233 2.91258 2.53025
C 2.63750 3.37608 5.53396
C 0.62254 1.91604 -3.33989
C -5.78549 -3.23704 -0.43479
C -1.87285 -6.01457 -0.81304
C -5.25782 -4.44468 -0.65848
C 1.47182 2.89967 4.95249
C 1.03457 4.75381 -2.32232
C -1.10228 -4.85319 -0.61797
C -2.97479 -3.55372 -0.43124
C -1.12814 -3.39142 2.48099
C -3.36480 3.96652 2.30828
C 4.21726 -0.45225 -1.53703
C -0.04332 -0.61953 4.13742
C 0.96456 -4.36163 2.39397
C -1.75810 3.30236 -4.61871
C -2.19671 0.73779 -3.09211
C -0.86946 -5.57250 3.37214
C 3.41932 3.05023 -2.40369
C 2.67580 2.45689 2.90760
C 1.49080 2.44064 3.63681
C -3.22138 -0.04544 0.38564
C 0.31788 -2.25221 -3.77390
C 3.84451 2.93503 3.49492
C -2.87117 5.25962 2.18219
C 4.50892 -2.40154 -0.34967
C -1.49532 -1.23781 5.94768
C 5.81110 -2.52489 -0.81129
H -1.58306 4.35699 -1.80548
H 0.10953 5.12614 -2.79109
H -2.50553 0.75454 0.57759
H -2.74553 -4.48401 3.36152
H 3.52957 0.34002 -1.81520
H 0.43728 4.63455 2.56979
H -2.91229 0.25242 6.57027
H -1.83134 -1.96933 6.67369
H -0.96140 3.03166 -0.79284
H 0.27867 -0.64718 -6.38821
H -3.86688 -6.76458 -0.99604
H -2.85387 3.45851 -4.60936
H -2.16372 1.92053 4.91674
H -1.26834 -6.45626 3.85314
H 2.92178 4.83919 -4.82544
H -4.43014 3.78045 2.22351
H -1.26921 4.29112 -4.60331
H 0.79109 4.47039 -1.28531
H 4.07958 2.35046 -2.94044
H 1.76196 5.58032 -2.29651
H 4.76722 2.94607 2.92745
H -1.48341 2.81224 -5.56798
H -5.90125 -5.29727 -0.85305
H 1.38854 4.24192 -5.52604
H 0.76530 -0.86018 3.45363
H -2.87723 1.90020 2.59774
H 2.62672 3.72980 6.55801
H -3.24477 1.00634 -2.87741
H 3.24039 -0.55540 -3.87354
H 2.99164 -4.44061 2.97544
H 0.03057 -2.51787 5.12815
H 2.67441 2.09834 1.88192
H -1.38635 -6.97376 -0.93962
H -1.82445 0.08771 -2.29047
H 3.31650 2.69811 -1.36732
H -4.97336 1.21158 0.57921
H -2.65704 3.01158 -1.36577
H 2.82095 3.19088 -5.49778
H 1.12941 -6.34825 3.20465
H -2.17492 0.14504 -4.01925
H -1.11884 6.50162 2.14011
H -1.05764 0.28675 -5.66619
H 1.30239 -2.72964 -3.86720
H 2.66001 -5.25860 1.48612
H 4.73455 3.75247 5.26375
H 3.33941 0.96553 -4.79214
H -0.27874 -2.84236 -3.07307
H -3.55411 6.08320 2.00581
H 5.82140 0.23908 -2.77797
H 0.29018 1.13583 -6.45236
H -0.17160 -2.29887 -4.75605
H 0.54581 2.88285 5.52161
H -0.01190 -4.90708 -0.60570
H -1.73085 -2.51938 2.23151
H 2.78353 -0.52822 -5.58892
H -6.53045 -0.66869 0.08922
H -6.86051 -3.09911 -0.44280
H 7.31730 -1.64710 -2.06203
H 6.38588 -3.38999 -0.50450
H 3.92096 4.02919 -2.38332
*
```

## Properties
F_max: 2.0 eV/A
Lowest unoccupied orbital energy: 1.70 eV
Highest occupied orbital energy: -3.58 eV
Relative energy (zero: lowest compared OMol25 entry of this formula, charge and spin): 27.1 kcal/mol
Orbital gap: 5.28 eV

***

The following is a DFT calculation (ωB97M-V with the def2-TZVPD basis set) of a gas-phase ion, C4H5N2O2 (charge -1) in a non-equilibrium geometry.

ORCA input file:
```
! RIJCOSX wB97M-V def2-TZVPD def2/J DEFGRID3
* xyz -1 1
O 2.32259 1.65016 0.08412
O -0.88641 -0.97289 2.38402
N -0.97280 0.41761 -0.32799
N 0.28398 0.85694 -0.64481
C -1.33043 -0.64152 -1.18896
C 0.05050 -0.61882 1.72885
C 1.29869 0.92891 0.23399
C 1.19819 -0.07166 1.30964
H -0.59391 -1.10074 -1.75309
H -1.74461 -1.44481 -0.53692
H 0.36674 1.79942 -1.19137
H -2.12565 -0.49607 -1.85441
H 2.13312 -0.30654 1.75693
*
```

## Properties
F_max: 4.6 eV/A
Lowest unoccupied orbital energy: 4.07 eV
Highest occupied orbital energy: -2.73 eV
Structure (SMILES): C[N-]NC(=O)C=C=O
Relative energy (zero: lowest compared OMol25 entry of this formula, charge and spin): 83.9 kcal/mol
Orbital gap: 6.80 eV

***

The following is a DFT calculation (ωB97M-V with the def2-TZVPD basis set) of C4H5NO in the gas phase.

ORCA input file:
```
! RIJCOSX wB97M-V def2-TZVPD def2/J DEFGRID3
* xyz 0 1
O -1.49027 -0.90918 -0.96725
N -0.26918 -0.34541 0.97636
C 0.75034 0.48436 -0.88533
C -0.57114 -0.04613 -0.39013
C 0.91929 0.18607 1.25819
C 1.57743 0.82931 0.15639
H 0.73542 0.88608 -1.89960
H -0.92622 1.00964 -0.41465
H 1.27038 0.14373 2.29013
H -1.09743 -1.38575 -1.70796
H -0.89862 -0.85271 1.58386
*
```

## Properties
F_max: 1.0 eV/A
Lowest unoccupied orbital energy: -0.09 eV
Highest occupied orbital energy: -7.58 eV
Structure (SMILES): O[C@@H]1C=C=CN1
Relative energy (zero: lowest compared OMol25 entry of this formula, charge and spin): 90.6 kcal/mol
Orbital gap: 7.49 eV

***

The following is a DFT calculation (ωB97M-V with the def2-TZVPD basis set) of ClFN2O3 in the gas phase in a non-equilibrium geometry.

ORCA input file:
```
! RIJCOSX wB97M-V def2-TZVPD def2/J DEFGRID3
* xyz 0 1
Cl 0.13001 1.67224 1.91496
F 0.37306 -1.41346 1.06677
O -0.41684 1.08397 -1.13351
O 1.25265 0.67822 0.83794
O -1.22011 -0.91923 -0.92145
N 0.58138 -0.34999 0.23221
N -0.48055 -0.01842 -0.67156
*
```

## Properties
F_max: 4.0 eV/A
Lowest unoccupied orbital energy: -2.07 eV
Highest occupied orbital energy: -11.75 eV
Structure (SMILES): O=[N+]([O-])N(F)OCl
Relative energy (zero: lowest compared OMol25 entry of this formula, charge and spin): 53.8 kcal/mol
Orbital gap: 9.68 eV

***

The following is a DFT calculation (ωB97M-V with the def2-TZVPD basis set) of a molecular structure, C24H50BrClN2O9PS3 in a non-equilibrium geometry.

ORCA input file:
```
! RIJCOSX wB97M-V def2-TZVPD def2/J DEFGRID3
* xyz 1 1
Br 0.26575 0.84897 1.30700
Cl -2.70802 1.86642 3.38657
S 3.32512 -7.07181 1.16904
S -1.26876 -5.32926 1.00401
S -0.27603 7.70375 -0.08487
P -1.80659 3.02054 1.81742
O 1.10621 7.61404 0.32855
O -1.61068 -5.73320 -0.34279
O -0.38661 -4.21187 1.27310
O -1.16921 6.56269 -0.03034
O 1.92117 -7.26825 1.46785
O 3.93708 2.43010 -0.84058
O 4.35499 -7.23894 2.16969
O -3.00298 4.11140 1.19096
O 0.72653 3.76890 -1.99783
N -2.59866 2.48939 -1.44094
N -2.34398 -1.99111 -2.24203
C 5.54604 0.46078 -0.51924
C 3.53308 -5.47473 0.40323
C -1.04250 9.77309 -1.56626
C -1.03575 9.07456 0.76513
C -3.38941 -1.79248 0.13066
C -2.77942 -5.10639 1.92728
C 2.03953 4.06148 -1.42861
C -1.72866 -7.01790 3.00386
C -0.33756 8.42440 -1.72055
C -2.79274 -0.56928 1.02812
C -0.33440 3.88440 -1.00158
C -3.48752 1.56782 -0.60812
C -0.69734 -6.76465 1.90279
C 4.02196 -7.03879 -1.39603
C 3.76372 -8.04027 -0.26917
C 4.49180 -5.73382 -0.75103
C -1.31095 1.74146 0.49876
C -0.77769 10.26871 -0.14359
C -1.14999 2.50227 -0.92943
C -2.26034 -2.48773 -0.79886
C -3.07247 -6.48335 2.50663
C 4.02293 0.99587 -0.57643
C 2.54895 2.77710 -0.60838
C -2.34850 0.59613 0.02668
H 0.26501 10.59067 -0.05234
H 3.53774 0.69702 0.43524
H 2.94401 -8.71827 -0.51162
H -3.01995 3.38735 -1.73687
H 5.97469 0.54379 0.54327
H -2.10519 8.86528 0.84709
H -1.04248 4.76072 -1.27487
H 3.09380 -6.85841 -1.94885
H -0.64396 -7.60096 1.20381
H -4.15915 2.08346 0.16629
H 0.28865 -6.56211 2.31428
H 4.75626 -7.42608 -2.10648
H -2.58215 -4.37941 2.71924
H -1.83462 0.20293 -0.93919
H -0.59764 9.18527 1.75717
H 2.55531 -5.14969 0.03857
H -1.78399 -8.07990 3.25453
H 0.68835 8.54620 -2.07370
H 2.75671 4.20727 -2.32280
H 3.51249 0.46742 -1.47025
H -0.64625 1.83694 -1.73065
H 1.96627 5.00941 -0.78017
H -3.56741 -4.74054 1.26865
H -4.31494 -1.45997 -0.45762
H -0.88388 7.75732 -2.38932
H -3.81154 -6.43164 3.30943
H -3.14520 -1.34558 -2.34879
H -2.33033 -3.63125 -0.84293
H -2.57247 4.84331 0.67981
H -1.41650 11.11540 0.11647
H -3.46644 -7.14246 1.72573
H 1.90512 1.86601 -0.92752
H 0.12147 4.12642 0.03739
H -3.72526 -2.59602 0.88640
H 4.66131 -8.61327 -0.02844
H -1.49972 -1.41364 -2.43063
H 5.51177 -5.85552 -0.37111
H -1.43685 -6.48085 3.91282
H -0.69312 10.48778 -2.31507
H 4.49350 -4.90642 -1.46423
H 5.62889 -0.65427 -0.81139
H -3.65286 -0.21383 1.71378
H -1.94744 -1.01175 1.65723
H -2.58008 1.95986 -2.34590
H 3.91841 -4.76110 1.13161
H 2.30100 2.93565 0.51581
H 6.18164 1.08366 -1.24043
H -4.16868 0.83885 -1.16754
H -2.12030 9.64478 -1.71280
H -1.20212 -2.20028 -0.44380
*
```

## Properties
F_max: 3.2 eV/A
Lowest unoccupied orbital energy: -3.07 eV
Highest occupied orbital energy: -11.45 eV
Orbital gap: 8.38 eV